1.
Here is a single C2H3N3O molecule from OMol25. Energies are from wB97M-V/def2-TZVPD.

Values from the calculation:
E_LUMO: 0.53 eV
largest force on an atom: 1.45 eV/Å
multiplicity: 1
ΔE to the lowest compared entry with this formula, charge and spin: 31.1 kcal/mol

Last column: Löwdin charge in e.
Geometry (Å):
N1 -1.56553 -0.19785 -0.26130  0.135
C1 -0.29718 -0.60278 0.08576  -0.562
C2 0.75007 0.32573 -0.39858  -0.079
N2 1.79689 0.50374 0.35230  -0.099
N3 2.67830 0.69583 1.03618  0.242
O1 -0.06720 -1.62149 0.70968  0.050
H1 -2.30885 -0.73121 0.16832  0.106
H2 -1.73017 0.79511 -0.33919  0.095
H3 0.74366 0.83292 -1.35317  0.112

***

2.
Here is 2 unconnected molecules or ions with the total composition C3H11N2 from OMol25. Energies are from wB97M-V/def2-TZVPD.

Values from the calculation:
E_LUMO: -4.29 eV
charge: +1
largest force on an atom: 2.10 eV/Å
multiplicity: 1
ΔE to the lowest compared entry with this formula, charge and spin: 18.2 kcal/mol

Last column: Löwdin charge in e.
Geometry (Å):
C1 -3.25978 0.21368 0.77352  -0.153
C2 -1.86453 0.50454 1.37730  -0.180
H1 -3.25248 0.46532 -0.29108  0.064
H2 -3.42267 -0.84894 0.97316  0.067
H3 -3.94297 0.86736 1.29929  0.064
H4 -1.08246 -0.00011 0.77923  0.035
H5 -1.81596 0.21776 2.40390  0.052
H6 -1.69896 1.58641 1.32755  0.062
N1 2.36537 -0.44813 0.25763  0.202
C3 1.58866 -0.58831 -0.79157  -0.172
N2 1.51536 0.23236 -1.81016  0.190
H7 2.93117 0.34252 0.53951  0.152
H8 2.41415 -1.26968 0.83942  0.138
H9 1.22344 -1.61550 -0.81384  0.170
H10 1.20685 -0.15670 -2.69777  0.144
H11 1.59055 1.26206 -1.84556  0.166

***

3.
Here is 10 unconnected molecules or ions with the total composition C42H111N7O17 from OMol25. Energies are from wB97M-V/def2-TZVPD.

Values from the calculation:
SMILES: COCCNCCOC.COCCNCCOC.COCCNCCOC.COCCNCCOC.COCCNCCOC.COCCNCCOC.COCCNCCOC.O.O.O
E_LUMO: 0.38 eV
largest force on an atom: 4.54 eV/Å
multiplicity: 1
ΔE to the lowest compared entry with this formula, charge and spin: 163.6 kcal/mol

Last column: Löwdin charge in e.
Geometry (Å):
C1 -5.80095 -14.72419 -7.47194  -0.113
O1 -5.39350 -13.93311 -6.35835  -0.206
C2 -5.30498 -14.62876 -5.09828  -0.185
C3 -4.76610 -13.67099 -3.95619  -0.172
N1 -5.65987 -12.55188 -3.50955  -0.037
C4 -6.88740 -13.12475 -3.02311  -0.233
C5 -7.60114 -12.29872 -1.95738  -0.224
O2 -6.89520 -12.36889 -0.71461  -0.197
C6 -7.66800 -11.83879 0.41291  -0.080
H1 -6.86573 -14.95701 -7.46045  0.077
H2 -5.25312 -15.66531 -7.51949  0.079
H3 -5.60800 -14.16043 -8.38465  0.085
H4 -4.68219 -15.50626 -5.27214  0.119
H5 -6.31465 -14.86624 -4.76323  0.096
H6 -3.75284 -13.38384 -4.23716  0.110
H7 -4.58823 -14.36963 -3.13865  0.095
H8 -5.16177 -12.13707 -2.73500  0.101
H9 -6.66773 -14.01273 -2.43038  0.114
H10 -7.53647 -13.36474 -3.86526  0.115
H11 -8.59335 -12.74921 -1.93138  0.097
H12 -7.76575 -11.23433 -2.12494  0.124
H13 -8.65924 -12.19931 0.68780  0.074
H14 -7.82739 -10.76548 0.30951  0.078
H15 -7.00014 -11.94711 1.26750  0.075
C7 -9.76244 -16.48703 7.09852  -0.112
O3 -9.42966 -16.23418 5.80521  -0.262
C8 -9.64806 -14.84556 5.35793  -0.095
C9 -8.39164 -14.06433 5.79620  -0.196
N2 -8.84423 -13.13087 6.83131  -0.084
C10 -7.79091 -12.12390 7.21111  -0.182
C11 -8.17806 -11.33766 8.47593  -0.140
O4 -8.53070 -12.36203 9.50644  -0.227
C12 -8.23577 -12.17035 10.86305  -0.127
H16 -10.84798 -16.50857 7.19469  0.097
H17 -9.26442 -15.72184 7.69397  0.087
H18 -9.43418 -17.46555 7.44901  0.102
H19 -10.55964 -14.47915 5.83000  0.117
H20 -9.85946 -14.68817 4.30027  0.120
H21 -8.01160 -13.41332 5.00889  0.106
H22 -7.62823 -14.71592 6.22134  0.123
H23 -9.12126 -13.63340 7.66247  0.075
H24 -7.55159 -11.49421 6.35419  0.109
H25 -6.89205 -12.73511 7.29212  0.109
H26 -9.01689 -10.64165 8.47015  0.117
H27 -7.34287 -10.68197 8.72217  0.110
H28 -7.33852 -11.63093 11.16650  0.081
H29 -8.35087 -13.08541 11.44401  0.088
H30 -9.02685 -11.45512 11.08832  0.081
C13 -13.82319 -17.97436 -3.04991  -0.020
O5 -12.71386 -18.90529 -2.59042  -0.187
C14 -13.22040 -20.16878 -2.34816  -0.289
C15 -12.78193 -20.60121 -0.96792  -0.225
N3 -13.25503 -19.75254 0.11064  -0.058
C16 -12.67027 -20.19897 1.42299  -0.174
C17 -12.77656 -19.10342 2.52251  -0.148
O6 -12.08975 -19.60631 3.73563  -0.213
C18 -12.47779 -18.98107 4.91946  -0.136
H31 -14.57421 -18.12955 -2.27532  0.083
H32 -14.22176 -18.41063 -3.96583  0.079
H33 -13.48303 -16.95659 -3.24102  0.066
H34 -12.98556 -20.95971 -3.06047  0.118
H35 -14.29438 -20.34756 -2.40012  0.115
H36 -11.72107 -20.82284 -0.85151  0.118
H37 -13.30503 -21.54297 -0.80192  0.119
H38 -12.80861 -18.84656 0.10893  0.073
H39 -11.62463 -20.41828 1.20701  0.098
H40 -13.24222 -21.06472 1.75682  0.118
H41 -13.77348 -18.79750 2.83980  0.112
H42 -12.34032 -18.15961 2.19536  0.107
H43 -11.90749 -19.20385 5.82125  0.089
H44 -13.56170 -19.06688 4.99611  0.082
H45 -12.33591 -17.91248 4.75797  0.074
C19 -5.13908 -13.59987 3.94791  -0.052
O7 -6.07396 -14.75141 4.04790  -0.204
C20 -5.67671 -15.83642 3.20110  -0.210
C21 -6.43900 -15.96244 1.87347  -0.184
N4 -7.87592 -16.05756 2.15904  -0.043
C22 -8.77024 -16.38756 0.98252  -0.140
C23 -9.29934 -15.17240 0.11989  -0.157
O8 -10.10884 -15.53819 -1.06635  -0.219
C24 -11.31046 -16.08960 -0.62332  -0.140
H46 -5.22421 -13.12071 2.97259  0.071
H47 -4.09213 -13.81683 4.15982  0.084
H48 -5.58514 -12.82594 4.57255  0.068
H49 -5.69580 -16.75897 3.78129  0.107
H50 -4.60210 -15.82458 3.01893  0.097
H51 -6.07482 -16.85204 1.35959  0.091
H52 -6.19689 -15.11350 1.23410  0.110
H53 -8.12805 -16.66805 2.92313  0.030
H54 -9.63964 -16.72672 1.54574  0.102
H55 -8.36362 -17.15387 0.32257  0.103
H56 -8.54123 -14.62364 -0.43888  0.091
H57 -9.77438 -14.36622 0.67892  0.106
H58 -11.12869 -17.09607 -0.24641  0.076
H59 -11.93681 -16.21561 -1.50644  0.071
H60 -11.81215 -15.47932 0.12767  0.094
C25 -9.85570 -22.15857 2.94253  -0.081
O9 -9.29308 -21.53881 1.74342  -0.201
C26 -7.90840 -21.77629 1.74227  -0.252
C27 -7.27552 -20.70919 0.88072  -0.177
N5 -5.84174 -21.12167 0.90037  -0.061
C28 -4.96473 -19.98802 0.61843  -0.226
C29 -5.26854 -19.27733 -0.72428  -0.180
O10 -4.32444 -18.45917 -1.48539  -0.171
C30 -3.79975 -17.32303 -0.81529  -0.111
H61 -10.92773 -22.24361 2.76471  0.073
H62 -9.51433 -21.54223 3.77421  0.090
H63 -9.66972 -23.22191 3.09360  0.080
H64 -7.74698 -22.80861 1.43188  0.128
H65 -7.49067 -21.56787 2.72724  0.118
H66 -7.31515 -19.74838 1.39392  0.121
H67 -7.55394 -20.63481 -0.17049  0.120
H68 -5.68086 -21.71576 0.09957  0.099
H69 -3.93731 -20.35111 0.64440  0.094
H70 -5.03349 -19.28699 1.45025  0.101
H71 -6.29257 -18.90545 -0.69027  0.094
H72 -5.49434 -20.10825 -1.39262  0.116
H73 -4.47205 -16.52786 -0.49306  0.077
H74 -2.93890 -16.93453 -1.35943  0.089
H75 -3.37993 -17.72726 0.10582  0.060
C31 -12.50548 -11.83936 -1.87953  -0.074
O11 -12.41587 -12.32016 -3.24281  -0.213
C32 -11.48290 -13.35733 -3.53257  -0.210
C33 -11.95274 -14.08854 -4.81052  -0.182
N6 -11.96819 -13.21739 -5.99408  -0.043
C34 -10.60862 -12.73661 -6.20745  -0.234
C35 -10.43135 -12.03589 -7.50374  -0.253
O12 -11.03762 -10.76074 -7.52686  -0.188
C36 -10.76496 -9.97135 -8.71647  -0.089
H76 -13.01969 -12.52998 -1.21116  0.085
H77 -13.16509 -10.97185 -1.85858  0.079
H78 -11.53805 -11.41205 -1.61572  0.083
H79 -11.54998 -13.99840 -2.65358  0.094
H80 -10.48467 -12.92088 -3.56644  0.100
H81 -12.99717 -14.33786 -4.62318  0.113
H82 -11.33616 -14.93493 -5.11310  0.116
H83 -12.44685 -12.36016 -5.75713  0.102
H84 -9.78957 -13.42878 -6.01215  0.125
H85 -10.50038 -11.90341 -5.51306  0.117
H86 -10.82818 -12.61805 -8.33544  0.124
H87 -9.37332 -11.85601 -7.69428  0.118
H88 -11.15106 -8.95262 -8.68169  0.082
H89 -11.32423 -10.36902 -9.56333  0.075
H90 -9.73246 -10.00280 -9.06440  0.081
C37 -1.37642 -15.84624 1.49594  -0.062
O13 -2.14169 -16.72029 2.32876  -0.245
C38 -1.44231 -17.22075 3.40736  -0.211
C39 -2.23534 -18.57709 3.82335  -0.199
N7 -2.42920 -19.52946 2.78395  -0.032
C40 -1.16196 -20.18181 2.52208  -0.207
C41 -1.21524 -21.35134 1.56547  -0.326
O14 -1.93410 -22.29848 2.17569  -0.159
C42 -2.42152 -23.27146 1.16031  -0.047
H91 -0.64507 -16.50999 1.03479  0.096
H92 -1.05760 -15.03816 2.15432  0.093
H93 -2.10470 -15.48124 0.77173  0.081
H94 -1.29848 -16.52979 4.23802  0.119
H95 -0.44993 -17.58075 3.13594  0.100
H96 -3.15380 -18.25962 4.31706  0.078
H97 -1.80384 -19.11727 4.66602  0.112
H98 -2.58251 -18.95221 1.96946  0.077
H99 -0.65475 -20.53135 3.42133  0.129
H100 -0.47327 -19.51691 2.00081  0.111
H101 -0.22776 -21.70910 1.27391  0.125
H102 -1.70103 -21.10770 0.62062  0.105
H103 -1.93464 -24.18706 1.49606  0.080
H104 -2.15236 -23.07578 0.12235  0.084
H105 -3.47935 -23.52786 1.21825  0.077
O15 -8.56109 -17.80088 4.17258  -0.044
H106 -9.07125 -17.32372 4.82702  -0.030
H107 -7.95137 -18.33238 4.68441  0.046
O16 -4.34370 -18.68896 6.37093  -0.049
H108 -4.06767 -19.59943 6.26569  0.039
H109 -5.11956 -18.60776 5.81624  0.020
O17 -8.77344 -17.97975 -2.71152  -0.048
H110 -8.34025 -17.32624 -2.16243  0.006
H111 -9.28750 -17.46666 -3.33499  0.026

***

4.
Here is 2 unconnected molecules or ions with the total composition CH8ClNSi2 from OMol25. Energies are from wB97M-V/def2-TZVPD.

Values from the calculation:
E_LUMO: 0.02 eV
largest force on an atom: 3.17 eV/Å
multiplicity: 1
ΔE to the lowest compared entry with this formula, charge and spin: 48.0 kcal/mol

Last column: Löwdin charge in e.
Geometry (Å):
C1 0.15063 1.21519 1.42151  -0.251
N1 0.17658 -0.42835 -1.03759  -0.422
Si1 -1.21957 -1.38432 -0.53993  0.510
Si2 1.20577 0.52030 -0.04140  0.003
Cl1 2.74847 -0.68206 0.47797  0.272
H1 0.08734 0.60549 2.44403  0.086
H2 0.53715 2.22498 1.62165  0.006
H3 -0.84685 1.33263 0.98136  -0.010
H4 0.08512 -0.15099 -2.04277  0.013
H5 -1.00724 -2.53324 0.47328  -0.064
H6 -1.50609 -1.98015 -1.87681  -0.071
H7 -2.12529 -0.37957 -0.03600  -0.094
H8 1.71396 1.64010 -1.84530  0.023

***

Question: What is the multiplicity in the first record?
Answer: 1

***

Question: Number 4 is which compound?
Answer: CH8ClNSi2